93
Properties=species:S:1:pos:R:3:forces:R:3:mulliken_charge:R:1 method="wB97M-V/def2-TZVPD" e_lumo_ev=-5.6 e_above_lowest_kcal_mol=17.9 charge=+2 multiplicity=1
Y -0.2944 1.1994 -0.2325 0.6425 0.6523 0.8922 0.06
As -2.7994 0.2495 0.5105 -1.2503 -0.4815 0.4599 0.40
As 2.7228 0.9078 -1.2555 0.6963 -0.4669 -0.3049 1.69
S -0.1926 3.4122 1.0066 -0.1306 0.4378 0.1182 -0.39
Si 0.1873 4.6516 4.2760 0.0810 -0.0012 -0.0369 0.14
O 1.5780 0.2601 -0.1672 0.2059 -0.0883 -0.5843 -0.21
N -0.0667 1.0380 2.1313 -0.1911 0.2382 -0.4246 0.26
C -3.9967 2.7833 4.3044 0.0052 0.0226 0.0035 -0.62
C -2.9229 -3.6119 2.2048 -0.0220 -0.0342 0.0265 -0.79
C 4.5643 -1.1365 -0.7088 0.1114 0.0616 0.0606 -0.46
C 0.2103 1.8346 4.7209 -0.0451 0.0717 0.0649 0.03
C 0.2226 0.4788 4.4089 -0.0015 0.0071 0.1456 -1.44
C 3.1271 3.5438 -0.1952 -0.1369 0.0497 -0.0054 -0.40
C -6.0789 1.3094 -1.8208 0.0090 -0.0066 -0.0213 -0.82
C 2.5752 2.7944 -1.2304 -0.0294 -0.0189 -0.0643 0.48
C 0.1767 4.6830 6.1361 0.0134 -0.0155 0.1414 -1.20
C 2.8703 0.0067 -5.2942 -0.0077 0.0074 -0.0095 -0.79
C -4.0829 3.3239 3.0273 -0.0201 0.0064 0.0453 -0.77
C 1.5916 4.7630 -2.1920 0.0096 0.0807 0.0445 -0.75
C 5.5630 1.0759 -0.8563 0.0070 -0.0651 -0.0353 -0.05
C -6.4876 -0.9587 -1.1345 -0.0131 0.0030 -0.0216 -0.76
C 2.1510 5.5164 -1.1692 0.0158 0.0031 0.0187 -0.70
C -5.2712 -0.9853 -0.4636 -0.0912 -0.0271 -0.0855 -0.35
C 1.5787 -0.4023 -5.5992 0.0214 -0.0120 -0.0741 -0.52
C 0.0714 2.8221 3.7478 -0.0809 -0.0310 -0.1156 0.60
C 6.9369 -0.8554 -0.4570 0.0149 -0.0245 -0.0043 -0.50
C -4.8625 1.2866 -1.1553 -0.0917 -0.0638 -0.0243 -0.37
C -3.2521 -2.3024 1.8845 0.1172 -0.0253 0.0089 0.01
C -1.2075 -2.1151 0.6305 -0.1825 -0.0217 0.1516 -0.98
C 0.9237 -0.0682 -3.3178 0.1486 0.1006 -0.1144 -0.29
C 1.8150 3.3941 -2.2364 -0.0075 0.0701 0.0976 -0.43
C 1.8429 5.2225 3.6276 0.0552 0.0894 -0.0532 -0.61
C -4.4688 0.1455 -0.4600 0.1949 0.1031 -0.1394 0.84
C 4.4522 0.2404 -0.8851 -0.0910 0.0514 0.0922 0.16
C -3.5581 1.4783 4.4780 0.0094 0.0235 0.0305 -0.92
C 5.8176 -1.6810 -0.4911 0.0271 -0.0135 0.0069 -0.72
C -3.2081 0.7078 3.3768 0.0121 0.0356 -0.0053 0.00
C -3.7295 2.5593 1.9267 -0.0118 -0.0326 0.1155 -0.65
C 0.0726 0.1205 3.0960 0.0637 -0.0969 -0.1748 -0.62
C 3.1942 0.3809 -3.9982 -0.1047 -0.0507 -0.0300 -0.32
C -0.0534 2.3556 2.4287 -0.0724 -0.3328 0.1385 0.63
C -1.7422 -4.1739 1.7334 -0.0083 -0.0325 -0.0007 -0.69
C -3.3017 1.2467 2.1007 0.0544 -0.0151 -0.0050 1.06
C -2.3948 -1.5446 1.0892 0.0028 -0.0487 -0.0891 1.04
C -6.8960 0.1868 -1.8030 -0.0290 0.0042 0.0034 -0.52
C -0.8776 -3.4246 0.9481 0.0421 -0.0034 0.0343 -0.67
C 0.6020 -0.4404 -4.6142 -0.0482 0.0221 0.0099 -0.96
C -1.2164 5.7106 3.6640 -0.1247 -0.0081 -0.1296 -0.98
C 2.9205 4.9114 -0.1794 0.0151 0.0960 -0.0051 -0.81
C 2.2173 0.3435 -3.0084 -0.0101 -0.0970 0.0109 0.32
C 6.8133 0.5151 -0.6385 0.0367 0.0080 0.0034 -0.73
H 0.1429 5.7286 6.4592 0.0190 -0.0955 0.0248 0.35
H -4.2731 3.3831 5.1633 0.0009 -0.0445 -0.0314 0.47
H 3.6810 3.0682 0.6025 0.0826 -0.0311 0.0283 0.58
H 3.6289 0.0280 -6.0648 -0.0066 -0.0016 -0.0006 0.44
H -7.1174 -1.8390 -1.1354 0.0178 0.0169 0.0064 0.42
H 1.3310 -0.7008 -6.6104 0.0205 0.0156 0.0468 0.41
H 0.0486 -3.8570 0.5893 -0.0535 0.0216 0.0033 0.45
H 0.1430 -0.1423 -2.5675 -0.0543 -0.1216 0.2028 0.34
H -7.8501 0.2047 -2.3167 0.0763 -0.0149 0.0283 0.40
H -1.4968 -5.2006 1.9761 -0.0122 0.0586 0.0079 0.43
H 5.9239 -2.7483 -0.3494 0.0120 0.0183 -0.0059 0.42
H -0.7024 4.1831 6.5582 0.0862 0.0775 -0.0417 0.35
H 1.9930 6.5871 -1.1446 -0.0003 -0.0277 0.0096 0.44
H 1.9279 5.0148 2.5568 0.0031 0.0455 0.0678 -0.25
H 1.0745 4.2327 6.5698 -0.0797 0.0504 0.0044 0.36
H 0.0620 -0.9156 2.7827 -0.0106 -0.0179 -0.0188 0.56
H 7.6898 1.1494 -0.6118 -0.0256 -0.0253 -0.0066 0.44
H 3.3502 5.5107 0.6132 -0.0098 -0.0116 -0.0340 0.52
H 5.4645 2.1409 -1.0140 -0.0001 0.0620 0.0091 0.43
H -3.5944 -4.1986 2.8213 0.0513 0.0417 -0.0472 0.43
H -0.5094 -1.5428 0.0282 0.1176 -0.0030 -0.1632 0.34
H -6.3860 2.1973 -2.3589 0.0092 -0.0175 0.0335 0.42
H 7.9161 -1.2879 -0.2924 -0.0453 0.0218 0.0043 0.41
H -4.4300 4.3408 2.8896 0.0352 -0.0384 -0.0055 0.48
H 1.0045 5.2421 -2.9645 0.0203 -0.0037 0.0065 0.49
H -0.9221 6.7616 3.7565 -0.0515 -0.0806 0.0017 0.47
H 0.3349 -0.2791 5.1720 0.0100 0.0309 -0.0112 0.48
H -2.1105 5.5614 4.2768 0.0683 -0.0021 -0.0567 0.27
H -4.2273 2.1628 -1.1796 0.0232 0.0826 -0.0164 0.29
H 3.6877 -1.7689 -0.7343 -0.0496 -0.0625 0.0029 0.39
H -0.4010 -0.7693 -4.8528 0.0198 0.0076 0.0022 0.47
H -4.1710 -1.8731 2.2566 -0.0906 0.0170 0.0304 0.61
H 2.6502 4.6990 4.1486 -0.0320 0.0342 -0.0605 0.35
H 1.4372 2.8110 -3.0666 -0.0253 -0.0262 -0.0631 0.43
H -1.4801 5.5246 2.6208 0.0224 0.0284 0.0580 0.29
H 0.3118 2.1329 5.7601 -0.0042 -0.0506 -0.0867 0.43
H -3.7903 2.9942 0.9402 -0.0277 0.0617 -0.0964 0.15
H 1.9799 6.2971 3.7836 0.0111 -0.0893 -0.0221 0.43
H -2.8602 -0.3046 3.5238 0.0185 -0.0417 0.0318 0.49
H -4.9599 -1.8919 0.0327 0.0015 -0.0392 0.0476 0.45
H -3.4885 1.0542 5.4727 -0.0127 0.0166 -0.0425 0.45
H 4.2045 0.6860 -3.7574 0.0540 0.0070 -0.0139 0.49



16
Properties=species:S:1:pos:R:3:forces:R:3:mulliken_charge:R:1 method="wB97M-V/def2-TZVPD" e_lumo_ev="-0.7 / -2.1" charge=0 multiplicity=1
Br 2.0747 3.7332 -0.1643 -0.0507 -0.1266 0.0700 -0.06
Br -0.9528 4.8394 -0.5406 0.8597 -1.3002 0.7667 -0.14
Br 1.1312 -0.1975 -2.2374 -0.1790 -0.1903 0.1586 -0.08
Cl -1.5469 -2.6076 -2.7184 -0.0509 0.0228 -0.1302 -0.21
Cl -1.6020 1.8700 1.5031 -0.0074 -0.0734 0.0659 -0.07
N 0.4026 -1.2055 0.3307 -1.1389 -0.7874 -1.6654 0.72
N -0.4512 -2.0268 0.9716 -0.1268 -0.2170 0.7954 -0.96
C 0.2760 3.4216 0.2662 -0.2515 1.8116 -1.1529 -0.10
C -1.2071 -2.5904 0.0605 0.2475 0.3221 -0.5404 -0.21
C 1.3268 -0.5208 0.9813 1.1094 1.2400 1.0246 -0.57
C -0.1460 2.4484 0.9876 -0.4830 -0.6041 0.2213 0.33
C 0.1709 -1.2432 -1.0313 -0.2418 -0.1739 -0.0524 -0.07
C -0.8622 -2.1363 -1.2370 0.5023 0.3608 0.4382 0.35
H -1.9720 -3.2891 0.3323 -0.1484 -0.1560 0.0647 0.47
H 2.0068 0.1141 0.4461 0.0102 -0.0301 -0.1694 0.24
H 1.3510 -0.6096 2.0498 -0.0508 -0.0982 0.1052 0.35



50
Properties=species:S:1:pos:R:3:forces:R:3:mulliken_charge:R:1 method="wB97M-V/def2-TZVPD" e_lumo_ev=1.9 e_above_lowest_kcal_mol=0.0 charge=-1 multiplicity=1
Pt 1.3732 -1.7656 1.1644 -0.2376 0.0169 -0.1263 0.66
S 1.9280 -3.1801 2.8065 0.1104 -0.1645 0.1304 -0.45
S -0.2435 0.5771 0.4636 0.0497 0.1416 -0.1608 0.59
S 4.3571 -3.2438 4.6395 0.0306 -0.0281 -0.0443 -0.13
S -3.5115 -1.4913 -4.0652 0.1104 -0.1555 -0.1054 1.32
S 3.3181 -0.6341 1.3680 0.1276 0.1023 0.0616 -0.37
S 5.5756 -0.9716 3.3674 0.0249 -0.0517 -0.0309 -0.12
S 6.9610 -2.2442 5.6726 0.0520 -0.0598 -0.0537 -0.30
O -4.2681 -0.3057 -3.6910 -0.0903 0.0031 0.0222 -0.66
O -2.4309 -1.2318 -5.0115 -0.0541 0.0872 0.0687 -0.71
O -4.3142 -2.6595 -4.3764 -0.0065 0.0445 0.0152 -0.69
O 0.6764 -0.3745 -0.3151 0.0763 -0.0531 0.1227 -0.64
N -0.4515 -2.8703 0.9231 0.0580 0.0038 0.0929 -0.45
C 4.0383 -1.4773 2.7146 -0.0419 -0.0563 0.0113 0.09
C 0.8300 2.0649 2.4647 0.0168 -0.0140 0.0096 -0.15
C -2.6336 -1.9424 -2.5613 -0.0091 -0.0271 -0.0083 -0.25
C -1.7966 2.6191 -0.4664 -0.0455 0.0309 -0.0609 -0.67
C 3.4708 -2.5380 3.3137 0.0228 0.0730 -0.0799 0.24
C -1.0925 1.4740 -0.8176 0.0042 -0.0133 -0.0568 0.43
C 2.5909 3.6656 2.1583 -0.0021 -0.0046 -0.0006 -0.35
C 1.6973 2.5136 0.2482 -0.0045 0.0001 -0.0106 -0.40
C -2.5845 3.2325 -1.4272 0.0128 -0.0806 -0.0933 -0.56
C 5.7129 -2.1750 4.5988 -0.1066 0.1442 0.1441 0.12
C -2.3992 -1.8577 -0.1714 0.0236 -0.0206 0.1095 -0.55
C -2.6756 2.6885 -2.7077 0.0024 0.0556 0.1469 -0.59
C -3.1008 -1.5334 -1.3249 -0.0730 -0.0433 -0.0483 -0.30
C 1.7180 2.9905 2.9963 -0.0033 0.0046 0.0042 -0.64
C -1.4538 -2.6749 -2.6448 0.0232 0.0456 0.0124 -0.70
C -0.7335 -2.9763 -1.5009 -0.0785 -0.0996 -0.0627 -0.64
C -1.2201 -2.5756 -0.2663 -0.0619 -0.0315 -0.0379 0.64
C 0.8277 1.8455 1.0987 -0.0510 0.0247 -0.0002 0.30
C -1.9697 1.5440 -3.0400 -0.0168 -0.0850 -0.0700 -0.49
C -1.1646 0.9277 -2.0894 0.0456 0.0537 0.1035 -0.50
C 2.5835 3.4273 0.7873 0.0066 0.0069 -0.0032 -0.67
H -1.0135 -2.7124 1.7537 -0.0211 0.0088 -0.0200 0.39
H 0.1672 1.4965 3.1053 0.0011 -0.0011 0.0002 0.39
H -2.0926 1.0755 -4.0100 0.0673 0.0802 0.0518 0.44
H -1.7309 3.0228 0.5374 0.0008 0.0099 -0.0065 0.41
H 3.2769 3.9512 0.1427 -0.0018 -0.0034 -0.0012 0.39
H -3.1448 4.1229 -1.1716 0.0072 0.0022 -0.0077 0.38
H -4.0081 -0.9457 -1.2794 -0.0023 0.0198 -0.0025 0.49
H 0.2107 -3.5055 -1.5628 0.0034 0.0123 0.0076 0.39
H 1.7405 3.1665 4.0635 0.0009 -0.0020 -0.0010 0.39
H 3.2926 4.3770 2.5744 0.0009 -0.0028 0.0010 0.39
H -1.0877 -2.9651 -3.6214 -0.0103 0.0122 0.0135 0.42
H -0.6323 0.0156 -2.3205 0.0216 0.0134 -0.0024 0.67
H -2.7650 -1.5388 0.7997 0.0025 -0.0082 0.0070 0.20
H 1.6835 2.3002 -0.8135 0.0020 0.0090 0.0004 0.40
H -3.3293 3.1413 -3.4411 0.0068 0.0103 -0.0007 0.41
H -0.1813 -3.8492 0.9350 0.0059 -0.0106 -0.0404 0.40



14
Properties=species:S:1:pos:R:3:forces:R:3:mulliken_charge:R:1 method="wB97M-V/def2-TZVPD" e_lumo_ev=-0.6 e_above_lowest_kcal_mol=168.3 charge=0 multiplicity=1
N 0.2737 -0.4990 -2.1453 -4.8703 0.7505 6.9763 -0.38
C -1.8503 -1.2850 0.8495 -0.7978 -0.4005 1.1110 -0.89
C -0.4141 -0.3666 -1.0061 5.5020 -0.9569 -8.8301 0.90
C -0.1434 -0.1328 2.3782 2.0546 2.2182 2.7788 -1.04
C 1.2203 0.4330 -2.6670 1.9315 -0.7870 -2.0720 -0.70
C -1.3265 -0.0374 1.4732 -1.3114 0.9511 0.7672 0.00
C -1.0544 -0.5089 0.0793 -0.6750 0.2294 -0.0724 0.16
H 2.1723 -0.1541 -2.9521 -1.2019 0.8535 0.8497 0.25
H -2.0446 0.8673 1.5987 1.3528 -1.5050 -0.2552 0.26
H -0.2795 0.2909 3.4868 -0.1989 -0.6978 -2.4377 0.26
H 1.4369 1.1981 -1.9457 0.3143 0.5297 -0.0342 0.30
H 0.3041 -1.1021 2.5590 -0.5308 -0.6154 -0.3971 0.36
H 0.7466 0.4565 1.9772 -1.2058 -0.4113 0.3884 0.25
H 0.9588 0.8400 -3.6857 -0.3633 -0.1586 1.2274 0.27



57
Properties=species:S:1:pos:R:3:forces:R:3:mulliken_spin:R:1 method="wB97M-V/def2-TZVPD" e_lumo_ev="-6.3 / -6.6" e_above_lowest_kcal_mol=16.8 charge=+2 s2=2.047 multiplicity=3
Mo 0.0945 0.3596 -0.5929 0.0618 -0.3379 -0.4855 2.26
O 1.6007 1.5902 0.1207 0.3112 0.3751 0.0955 0.00
O 1.0229 -2.0806 -1.8848 -0.0562 0.0393 0.0421 -0.02
N -1.4249 1.2595 0.9082 -0.1515 0.0144 0.1254 0.00
N -1.7151 -0.6681 -0.7606 -0.1209 0.1510 -0.1031 -0.09
N -0.4965 0.4606 -2.6546 0.1647 -0.0224 -0.2397 -0.01
C -0.9713 0.0087 -5.3511 0.0233 0.0334 -0.0684 -0.01
C -3.0730 0.4552 2.4491 -0.0439 0.0024 0.1078 0.00
C -1.9869 2.5465 2.8410 0.0353 0.0401 0.0182 0.00
C 2.9806 -0.8572 -1.2733 -0.0366 0.0505 0.0308 -0.02
C 2.1478 1.8224 1.2168 -0.0602 -0.2311 0.0399 0.02
C 1.4480 -0.7406 4.5297 -0.0510 -0.1189 0.0839 0.01
C 2.2986 0.3451 4.6678 0.0077 0.0635 -0.1030 -0.01
C -3.6280 -1.6181 0.2346 -0.1031 -0.0488 -0.0077 -0.02
C -1.2708 2.3433 1.6760 0.0598 -0.0962 -0.0451 0.00
C 0.0300 1.2711 -3.5920 -0.0358 -0.1742 0.2084 -0.01
C 1.9128 0.9290 2.3599 0.0788 0.2303 -0.1603 0.09
C -2.5690 -0.7336 0.2729 0.1139 0.0958 0.2021 0.01
C -2.8902 1.5774 3.2432 -0.0430 -0.0269 0.0325 0.00
C -3.8186 -2.3742 -0.9190 0.0010 -0.0186 0.0154 0.03
C -0.1960 1.0849 -4.9366 0.0108 0.0305 -0.0808 0.00
C 1.0668 -0.1768 2.2422 -0.0905 -0.0640 -0.0504 -0.04
C -2.3400 0.3350 1.2852 0.0442 -0.2015 -0.3099 0.03
C 1.4907 -0.9675 -1.3516 -0.2905 0.2592 0.1822 -0.20
C -3.0413 -2.1388 -2.0437 -0.0752 -0.0321 -0.0398 -0.01
C -1.5292 -0.8178 -4.3968 -0.0460 -0.0664 -0.0468 0.00
C 0.8266 -1.0124 3.3119 0.0904 0.1308 0.0526 0.00
C -2.0105 -1.2212 -1.9451 0.1182 0.0818 -0.2406 0.00
C 2.5307 1.1801 3.5851 0.0118 -0.0540 0.1597 0.01
C -1.2907 -0.5585 -3.0580 -0.1144 -0.1041 0.2920 0.07
C 1.8859 -3.1455 -2.3671 -0.1326 0.1021 0.1224 0.00
C 3.0351 3.0089 1.3240 0.1133 0.0235 0.1165 0.01
H -0.5500 3.0735 1.3300 0.0030 0.0161 -0.0003 0.00
H -4.6285 -3.0899 -0.9664 0.0010 0.0187 0.0098 0.00
H -1.8349 3.4497 3.4149 -0.0151 -0.0098 -0.0016 0.00
H 3.1972 2.0244 3.6982 -0.0148 -0.0198 0.0133 0.00
H 3.3719 -1.6179 -0.5893 0.0225 0.0114 -0.0095 -0.01
H 0.1754 -1.8694 3.2070 0.0058 -0.0007 0.0022 0.00
H 3.4499 -1.0294 -2.2448 -0.0233 -0.0078 -0.0236 0.00
H 2.7822 0.5403 5.6149 -0.0045 -0.0003 -0.0055 0.00
H 3.0178 3.5827 0.4034 -0.0373 -0.0074 -0.0268 0.00
H 0.5910 -0.4546 1.2956 0.1781 -0.1626 0.1776 -0.08
H -2.1629 -1.6457 -4.6830 0.0096 0.0212 -0.0104 0.00
H 4.0595 2.6846 1.5262 -0.0166 0.0103 0.0056 0.00
H 2.7290 3.6338 2.1646 0.0218 0.0406 -0.0368 0.00
H 0.6587 2.0744 -3.2328 0.0122 0.0137 0.0251 -0.01
H -1.1490 -0.1679 -6.4035 0.0019 -0.0032 0.0222 0.00
H 2.5584 -3.4715 -1.5779 0.0323 -0.0205 -0.0247 0.00
H -4.3216 -1.6932 1.0597 0.0024 -0.0149 -0.0195 0.00
H 2.4408 -2.8069 -3.2382 0.0269 -0.0225 -0.0157 0.00
H 3.2859 0.1197 -0.9139 -0.0010 0.0142 0.0027 -0.01
H 1.2124 -3.9513 -2.6355 0.0157 -0.0145 -0.0382 0.00
H 1.2702 -1.3908 5.3768 -0.0023 0.0041 -0.0168 0.00
H 0.2398 1.7718 -5.6482 -0.0105 -0.0144 0.0011 0.00
H -3.4603 1.6996 4.1545 0.0093 -0.0046 -0.0099 0.00
H -3.7877 -0.3064 2.7287 0.0130 0.0176 0.0064 0.00
H -3.2648 -2.6261 -2.9822 -0.0251 0.0084 0.0272 0.00



14
Properties=species:S:1:pos:R:3:forces:R:3:mulliken_spin:R:1 method="wB97M-V/def2-TZVPD" e_lumo_ev="-1.2 / -1.3" e_above_lowest_kcal_mol=0.0 charge=0 s2=0.752 multiplicity=2
Sc -1.4435 -0.1883 0.7564 3.2631 0.3531 -1.4814 0.47
O -4.7517 -0.6305 0.9282 4.1263 -0.6484 0.5567 0.16
O 1.8571 1.0082 0.2966 -0.7274 -0.2318 0.3901 0.00
O -0.2733 0.8290 -0.5824 -2.1303 -0.2706 0.9530 0.01
O 1.4806 -0.4924 -1.3091 -0.7328 -0.1892 0.3994 0.00
O 0.5049 -0.7887 0.7454 -1.8624 -0.2338 0.8051 0.01
C 2.2659 0.4916 -1.9369 0.1298 0.2298 -0.2505 0.00
C 2.5041 1.5461 -0.8294 0.1360 0.2564 -0.2669 0.00
C -3.5713 -0.7311 1.0507 -4.2273 0.7906 -0.5828 0.34
C 0.8219 0.1234 -0.1838 2.3618 0.3366 -0.9666 0.00
H 3.5680 1.6871 -0.5961 -0.2879 -0.0704 0.0006 0.00
H 1.7410 0.9317 -2.8008 0.1141 -0.1238 0.2355 0.00
H 2.0732 2.5217 -1.1093 0.0938 -0.2555 0.0812 0.00
H 3.1972 0.0301 -2.2921 -0.2567 0.0571 0.1265 0.00